(1)
Formula: C57H127N7O3
Source: OMol25
Level of theory: ωB97M-V with the def2-TZVPD basis set

## Properties
ΔE to the lowest compared entry with this formula, charge and spin   0.00 kcal per mole
Electronic energy   -2854.790867 hartree
E_LUMO   -10.8 eV
Net charge   +6

Atoms and positions in Å:
C: 0.09852 -6.62545 5.01983
H: -0.79309 4.34403 -4.52540
H: -3.48523 -1.08653 5.41363
H: 0.75092 -0.03798 -6.38955
H: 1.83423 8.23796 -7.97437
H: -4.76304 3.08542 -2.86484
H: 0.39532 -4.55818 5.38645
H: 3.77570 0.91408 0.10104
H: -1.09732 -4.80888 2.73902
C: 0.37661 -0.59186 -5.52353
H: 0.06519 0.27160 -4.92025
N: 0.73679 -5.90912 2.80198
H: -4.68727 1.78124 1.51013
H: -1.47485 4.28650 -7.16651
H: 1.84151 2.25736 1.07895
H: 1.59750 4.73400 3.04724
H: 4.59529 -3.80645 -4.03898
N: 0.28996 5.51400 -6.92279
H: 1.48842 -7.72533 3.73994
C: -4.31927 2.85389 -0.33389
H: -5.87932 -5.71109 4.36576
H: -5.98490 -2.05189 5.36685
H: 2.95563 2.11757 8.14095
C: 1.69986 7.49366 -7.19635
O: -0.05826 -1.33869 -0.68678
H: -3.48030 3.03565 1.66694
H: -0.53034 -1.16705 -5.69338
H: -1.03276 5.31851 -8.54246
C: 0.85376 4.80949 2.25082
H: -2.44041 -0.66283 0.95672
C: -4.98647 0.44076 -2.30558
H: 3.11952 -3.13536 0.43602
C: 2.91209 4.10329 0.86957
H: 2.41183 -6.76805 -5.90434
C: 2.60124 2.68383 0.41828
O: 1.78178 -0.32257 -1.29582
H: 5.36206 1.93962 6.32700
H: 1.23991 2.11762 -4.34152
H: -2.34388 2.08664 -1.11507
H: -4.60246 -0.92439 -0.69577
C: 3.41824 2.33107 7.17361
H: 1.81178 4.20437 -6.23286
C: -5.63107 -2.40384 4.40408
C: 4.27184 0.12528 6.66393
C: 2.51361 1.76571 6.09621
C: -3.06651 -0.99421 -2.29461
H: 2.50049 -3.87914 -1.02152
H: 5.31203 1.55349 7.99504
H: -3.91414 3.79656 -0.71177
H: 2.17703 -6.23071 4.27013
H: -4.34162 -4.33828 6.23628
H: 4.14688 -0.58201 7.47903
C: 0.58401 -0.07849 -0.95397
H: 2.60229 7.32864 -6.61271
C: -0.44855 6.69515 -6.36075
C: -3.37725 1.80495 -0.90251
N: 1.67127 4.98817 0.99154
H: 1.19050 -5.48764 0.02813
C: 1.91218 -0.53808 6.84129
H: 0.92898 7.94841 -5.26662
H: 2.73623 -0.14721 1.81982
C: 1.86964 -0.54273 2.35302
H: 2.05068 5.47978 -8.18996
H: -7.43697 -3.29745 4.32121
H: 1.08236 -3.08637 -6.15266
H: 0.30760 2.77640 -3.07064
H: 3.65721 -4.67794 -0.13931
H: 1.72291 3.65623 -3.56693
H: -1.33787 -1.50266 2.08707
C: 1.22858 -6.69893 4.00200
H: -2.34514 -2.96176 3.76758
C: 1.91770 -4.38883 -4.02690
C: 3.93912 1.95639 0.38804
C: 0.95751 4.73828 -5.81635
H: -5.62205 -1.62159 3.65129
H: -0.86113 -7.30923 2.46092
H: -6.45061 -3.78243 2.85159
H: -2.92905 0.37728 -3.95744
H: -3.02887 3.12339 -3.26685
H: 1.49873 -5.80392 -6.93069
H: 2.31952 -0.63007 -4.67487
C: 0.50660 7.86648 -6.27419
H: 4.93225 -0.35953 5.94837
H: -4.31638 -1.87752 1.79683
C: -3.56933 -2.12973 5.70328
H: 0.20448 3.93510 2.24373
H: -5.21679 3.45693 1.52017
H: 1.59942 7.51371 2.98287
C: -6.46740 -3.59344 3.91714
H: 0.22049 -3.85087 3.23722
C: 3.11096 -4.68548 -6.07505
C: 1.04660 -5.32485 -4.88846
H: -3.52287 -3.85669 2.79916
H: -0.06475 5.53367 -0.04487
H: 2.21784 6.99854 0.23150
H: -0.28886 6.16953 3.47923
H: 0.26522 -4.68285 -5.28316
C: 1.06792 7.17198 2.09661
H: 0.75367 -0.49635 4.21393
H: 2.62594 -5.97964 2.07246
C: -0.65380 4.68749 -7.74696
C: 3.92276 -3.02320 -4.38917
H: 1.01334 -0.75037 6.25706
H: 2.54751 -2.22589 -6.57351
H: 1.25129 0.98986 3.79501
H: 0.29479 3.83001 -0.07167
H: -1.24758 6.91079 -7.07839
H: 3.53151 4.68891 0.19480
N: 2.84894 0.28952 6.05323
H: -0.88546 6.14813 1.90913
C: 2.75555 -4.07745 0.02552
H: 1.52000 -0.01913 7.71404
N: -3.77367 1.33203 -2.29999
H: 0.70563 -6.16722 -4.29788
H: 1.00076 -0.48427 1.70320
C: 1.65002 -0.03231 3.77363
H: 3.67787 3.38379 7.11995
C: 2.89383 -0.23412 4.62230
H: 4.45700 1.90081 1.35275
H: 3.68479 0.36764 4.16833
C: -3.47214 -1.71645 2.48087
C: 0.74500 4.81677 -0.16640
H: -3.79384 -5.08604 4.75349
H: 4.03068 -5.05071 -5.61037
C: 1.92039 -2.53062 -5.73693
C: -5.93213 -4.71139 4.80008
H: -0.39650 3.11634 -5.69411
C: -4.42700 2.79147 1.18130
H: -5.70175 0.90571 -1.62396
H: -0.00429 3.91262 -8.15436
C: 2.07331 6.44249 1.15234
H: 4.67949 2.34019 -0.31314
N: -4.20950 -2.92864 4.62109
N: 2.72850 -3.60947 -5.02935
H: -5.13997 -1.69762 -2.18503
H: 0.81208 -3.91756 0.75178
H: -0.49976 -6.21173 1.12965
H: 1.30044 -3.69906 -3.45509
H: 1.39318 5.52552 -5.19528
H: 1.15636 -1.60232 -3.86313
C: -0.22492 -4.83473 3.38829
H: 2.35116 -1.49880 7.08720
H: 3.00171 6.43012 1.72367
H: 0.15221 8.88078 -6.43177
H: 0.61494 -7.51622 1.45064
H: 2.28401 -4.43989 2.78954
H: -2.34772 -1.31438 -1.54253
H: -1.29528 -5.03576 5.38664
H: -3.32839 0.89308 -0.30616
H: -4.20003 -2.20788 6.58480
H: 3.63402 -2.45247 -3.50962
H: 1.47426 1.84400 6.41198
H: 2.59400 -4.94466 -3.38106
H: 2.16331 -1.60044 2.43617
C: -2.26221 -1.57600 1.51277
H: -2.93541 -1.67768 -3.13373
H: 2.19165 2.57152 -0.58626
C: -0.34534 -5.17653 4.87270
C: -3.91509 2.49511 -3.20118
H: 2.62888 2.24904 5.12963
H: -3.76906 -0.81136 3.01306
C: -4.51243 -0.90785 -1.78001
H: 1.25495 4.97244 -1.11044
H: -5.33140 2.80898 -0.74086
C: 0.88658 3.07119 -3.95165
C: 4.70844 1.50806 7.09179
H: 4.47254 -2.44969 -5.13236
C: -2.74069 0.37010 -2.88403
H: -2.62513 -2.61067 5.95125
C: 0.04676 3.83220 -4.99761
H: 3.22040 -1.26992 4.69050
C: 1.87801 -5.17739 2.10261
H: -5.46654 0.44238 -3.28126
C: -3.36866 -2.94975 3.37926
H: -6.47452 -4.90984 5.72349
C: -0.06077 -6.80769 1.92789
H: 0.59237 -6.88714 5.95514
H: 3.29429 4.07472 1.88919
C: 1.53752 -1.36554 -4.86008
C: 0.06232 6.08229 2.44843
H: 3.41753 -4.25420 -7.02183
O: -0.00167 1.00682 -0.98837
H: -1.06642 6.47321 -5.49056
C: 1.29374 6.18149 -7.85012
H: -4.12221 2.14596 -4.21183
C: -4.46323 -4.32837 5.15645
H: -2.26318 -2.47258 0.89872
C: 1.55698 -4.72338 0.70690
H: -1.77209 0.85378 -2.74677
C: 2.03516 -5.75037 -5.97611
H: 0.85758 -1.65719 -0.91669
H: -0.66008 -7.36036 4.76243
H: 0.73977 8.08128 1.59903
H: 0.68227 6.42560 -8.72066

(2)
Formula: C4H9ClO2
Source: OMol25
Level of theory: ωB97M-V with the def2-TZVPD basis set

## Properties
ΔE to the lowest compared entry with this formula, charge and spin   57.78 kcal per mole
Electronic energy   -768.379754 hartree
E_LUMO   0.6 eV

Atoms and positions in Å:
H: 0.33213 0.81098 -1.55191
H: 1.98250 -1.63132 1.42455
C: -0.34657 1.15229 -0.67551
H: -1.09617 1.89038 -1.01338
C: 1.12756 -1.66725 0.57077
H: 1.70681 -1.14138 -0.24680
H: -1.91216 -1.69141 -1.22734
H: 1.01733 2.56622 0.10184
H: -0.52110 2.12356 1.14155
O: 0.01763 -0.96121 0.97720
O: -1.13071 -1.10512 -1.32663
H: 0.94656 -2.77346 0.20808
C: -1.04627 -0.16131 -0.38248
H: 0.95293 0.97836 0.89846
Cl: -2.38798 -0.18300 0.60555
C: 0.35753 1.79368 0.49605

(3)
Formula: C20H21N3O5S
Source: OMol25
Level of theory: ωB97M-V with the def2-TZVPD basis set

## Properties
ΔE to the lowest compared entry with this formula, charge and spin   70.24 kcal per mole
SMILES string   Cc1cc(NS(=O)(=O)c2ccc(NC(=O)CCCOc3ccccc3)cc2)no1
Electronic energy   -1713.358547 hartree
E_LUMO   0.4 eV

Atoms and positions in Å:
N: -3.54201 -2.53144 -1.06813
C: -3.46808 1.49259 -1.70315
C: 5.20847 -0.48906 -1.73516
C: 3.63201 1.20479 1.07677
H: 4.09911 3.28705 0.88424
N: -0.12507 2.35297 -0.48718
H: -5.36634 -1.19917 -2.15310
O: -2.79682 -3.11009 -0.08784
C: -4.36975 -1.95269 0.94393
H: -3.24629 -3.15809 3.19106
H: -1.65618 2.20358 -2.58193
C: 3.22534 2.67500 1.10861
H: 4.14720 -1.29106 1.38379
H: 2.86549 2.91502 2.10910
H: -1.68252 -2.69751 2.49976
C: -2.10102 1.56775 0.72084
C: -1.45313 1.93737 -0.45842
H: 5.03023 -3.45718 0.69543
H: 4.37698 1.00724 1.85876
C: -3.28466 -2.76099 1.11480
O: 0.55989 2.02357 1.66312
C: 5.70503 -1.71849 -2.11370
C: -4.48631 -1.84576 -0.46805
H: 6.14265 -1.83841 -3.09369
H: -2.32632 -4.30953 2.19514
S: -5.74328 0.45235 -0.60989
C: -3.42168 1.16146 0.67955
H: 0.20286 2.64865 -1.39696
O: 4.18129 0.93806 -0.19930
H: -4.02545 1.46284 -2.62582
C: 5.64499 -2.79508 -1.24219
O: -6.30393 0.37700 0.70120
H: -3.94689 0.88247 1.57820
H: -5.01281 -1.50639 1.66996
H: 2.75325 0.57279 1.25754
H: 2.41262 2.53733 -0.87556
C: 5.08287 -2.62508 0.00869
C: 4.58097 -1.39465 0.40165
H: 6.03392 -3.75731 -1.53810
H: -1.56532 1.59813 1.65450
H: 5.24989 0.35971 -2.40014
H: 1.99839 4.03879 -0.03118
C: 4.64162 -0.31504 -0.47155
O: -6.48852 1.07004 -1.66126
C: -2.59697 -3.26459 2.32775
C: -2.15253 1.90763 -1.66898
C: -4.09201 1.12193 -0.52698
C: 2.12491 2.95970 0.08856
N: -5.43605 -1.12535 -1.14916
C: 0.78993 2.38713 0.53447

(4)
Formula: C17H15NO5
Source: OMol25
Level of theory: ωB97M-V with the def2-TZVPD basis set

## Properties
ΔE to the lowest compared entry with this formula, charge and spin   49.05 kcal per mole
SMILES string   Cc1cc(=O)oc2cc(OCC(=O)NCc3ccco3)ccc12
Electronic energy   -1087.778256 hartree
E_LUMO   0.3 eV

Atoms and positions in Å:
C: 3.66791 0.70472 -0.33257
O: 1.48552 3.45985 0.34634
O: 1.06784 1.29991 0.50344
O: -1.64621 -2.25440 -1.38936
N: -3.06946 -1.32728 0.10096
H: -5.07070 2.09319 0.21374
H: -1.58885 -2.43795 1.86170
C: -4.00558 2.07896 0.10078
H: -3.33102 -1.23846 1.07060
H: -4.69616 -0.42873 -0.87137
C: -3.24855 1.04659 -0.37170
H: -3.34305 4.09643 0.78331
H: -3.16536 -0.55547 -1.78971
C: -1.47184 -2.96709 0.90611
H: 2.25150 -3.71860 -0.04928
C: -3.60892 -0.33361 -0.81462
H: -1.99402 -3.92676 0.96204
C: 0.75126 -2.28721 0.45794
C: 5.05922 0.37650 -0.76480
C: -2.05687 -2.14685 -0.25901
H: 3.98683 -2.03866 -0.50260
C: -1.86260 2.65424 0.09153
C: 1.91697 2.33660 0.22338
C: 2.04427 -2.66682 0.06245
H: 3.91186 2.81984 -0.38770
H: 5.55546 -0.23264 -0.01085
H: 5.63512 1.28507 -0.91679
C: 3.25588 1.98653 -0.19091
C: 0.46227 -0.94253 0.61736
H: -0.50475 -0.57758 0.91849
H: 5.04030 -0.18712 -1.69633
O: -1.94322 1.39747 -0.37168
C: -3.10073 3.12821 0.39682
C: 2.72819 -0.35312 -0.06276
C: 3.00444 -1.72294 -0.19014
O: -0.12341 -3.29682 0.67480
H: -0.88628 3.09266 0.16634
C: 1.43751 0.01240 0.34824